# 1
# C6H9CdNS

A molecular structure, C6H9CdNS (the ωB97M-V functional and the def2-TZVPD basis, the OMol25 dataset).

Output
* calculated total energy: -854.63937 Eh
* max |F|: 0.0269 Eh/bohr
* E_HOMO: -7.66 eV
* frontier orbital gap: 7.3 eV

```
18
C6H9CdNS (the ωB97M-V functional and the def2-TZVPD basis)
Cd -1.123 1.580 -0.817
C -2.934 2.467 -0.117
H -3.462 1.748 0.520
H -2.684 3.372 0.453
H -3.563 2.739 -0.973
H 1.644 1.596 -1.990
H 2.141 2.134 -2.018
S -1.865 -0.938 -0.925
C -0.389 -1.134 -0.109
C 0.071 -2.372 0.392
C 1.372 -2.488 0.866
C 2.180 -1.345 0.904
C 1.643 -0.117 0.492
N 0.386 -0.006 0.009
H -0.619 -3.208 0.355
H 1.753 -3.450 1.213
H 3.211 -1.381 1.247
H 2.236 0.803 0.498
```


# 2
# C6H9Cl

2 unconnected molecules or ions with the total composition C6H9Cl (the ωB97M-V functional and the def2-TZVPD basis, the OMol25 dataset).

Output
* calculated total energy: -694.05298 Eh
* max |F|: 0.0737 Eh/bohr
* relative energy (zero: lowest compared OMol25 entry of this formula, charge and spin): 75.46 kcal/mol
* E_HOMO: -9.52 eV
* frontier orbital gap: 8.0 eV

```
16
C6H9Cl (the ωB97M-V functional and the def2-TZVPD basis)
C 0.955 1.165 1.351
C 0.482 0.683 0.233
C -0.601 -1.705 0.787
C -0.447 -1.654 -0.821
C -0.410 -0.483 0.097
C 0.558 1.485 -1.075
Cl -2.689 0.645 -0.219
H 1.647 2.118 1.430
H 0.856 0.680 2.301
H -1.529 -1.833 1.200
H 0.178 -2.189 1.528
H 0.702 -1.854 -1.200
H -1.292 -2.082 -1.382
H -0.503 1.559 -1.236
H 0.949 2.485 -1.097
H 1.145 0.979 -1.897
```


# 3
# C6H9Cl2ErO3PPm

A molecular structure, C6H9Cl2ErO3PPm (the ωB97M-V functional and the def2-TZVPD basis, the OMol25 dataset).

Output
* calculated total energy: -3343.11170 Eh
* spin multiplicity: 8
* max |F|: 0.2406 Eh/bohr
* total charge: +4
* E_HOMO (alpha / beta): -23.34 / -23.35 eV
* frontier orbital gap (alpha / beta): 4.7 / 4.7 eV

```
23
C6H9Cl2ErO3PPm (the ωB97M-V functional and the def2-TZVPD basis)
Pm 3.926 2.098 -0.507
Er -0.174 -0.771 -0.498
Cl 4.325 2.737 1.863
Cl 1.420 -2.025 -1.834
C -2.653 -0.899 -0.865
C 2.441 3.840 -1.054
C 1.701 1.533 -0.517
O -3.792 -0.907 -1.057
O 1.643 4.672 -1.222
O 0.491 1.275 -0.546
C 1.230 -1.817 3.526
P 0.693 -1.409 1.855
C -0.248 -2.906 1.285
C -0.773 -0.296 2.085
H 1.712 -2.806 3.552
H 0.392 -1.806 4.239
H 1.970 -1.071 3.854
H -1.031 -3.153 2.015
H -0.720 -2.880 0.269
H 0.475 -3.732 1.253
H -1.287 -0.721 2.957
H -0.424 0.720 2.317
H -1.543 -0.246 1.262
```


# 4
# C6H9Cl2N2O

A gas-phase ion, C6H9Cl2N2O (charge +1) (the ωB97M-V functional and the def2-TZVPD basis, the OMol25 dataset).

Output
* calculated total energy: -1338.80245 Eh
* max |F|: 0.1073 Eh/bohr
* relative energy (zero: lowest compared OMol25 entry of this formula, charge and spin): 94.52 kcal/mol
* total charge: +1
* E_HOMO (alpha / beta): -12.69 / -12.69 eV
* frontier orbital gap (alpha / beta): 8.3 / 8.3 eV

```
20
C6H9Cl2N2O (the ωB97M-V functional and the def2-TZVPD basis)
C -0.275 -1.994 0.215
C 1.145 0.695 0.099
C -0.904 -0.667 -1.680
C -0.146 0.364 0.854
C -1.502 0.569 0.202
C 1.744 2.043 0.518
N -0.117 -1.026 1.134
N -0.697 -1.873 -1.070
O 1.635 -0.099 -0.645
Cl -2.783 -0.207 0.928
Cl -1.699 2.152 -0.589
H 0.049 -3.017 0.600
H -1.480 -0.620 -2.595
H 0.011 -0.065 -1.956
H -0.249 0.923 1.726
H 2.080 1.785 1.472
H 0.967 2.766 0.684
H 2.580 2.242 -0.199
H 0.321 -1.299 1.953
H -0.680 -2.670 -1.650
```


# 5
# C6H9Cl2NO3

C6H9Cl2NO3 in the gas phase (the ωB97M-V functional and the def2-TZVPD basis, the OMol25 dataset).

Output
* calculated total energy: -1434.79514 Eh
* structure (SMILES): C/C(Cl)=C(/Cl)OC(=O)NCCO
* max |F|: 0.0821 Eh/bohr
* E_HOMO: -9.64 eV
* frontier orbital gap: 10.2 eV

```
21
C6H9Cl2NO3 (the ωB97M-V functional and the def2-TZVPD basis)
C -0.739 -2.407 -0.619
C -0.224 -2.135 0.854
Cl -1.416 -2.455 2.209
C 1.056 -1.691 1.221
Cl 1.427 -1.473 2.991
O 2.007 -1.431 0.193
C 1.705 -0.202 -0.441
O 2.021 0.102 -1.601
N 1.002 0.818 0.372
C -0.399 1.045 -0.104
C -0.717 2.622 0.106
O -0.475 3.308 -1.145
H 0.101 -2.810 -1.288
H -1.252 -1.505 -1.105
H -1.509 -3.253 -0.554
H 1.499 1.698 0.132
H -1.176 0.439 0.491
H -0.517 0.723 -1.194
H -1.754 2.807 0.532
H 0.027 3.070 0.860
H -0.666 2.730 -1.908
```


# 6
# C6H9ClN2O

C6H9ClN2O in the gas phase (the ωB97M-V functional and the def2-TZVPD basis, the OMol25 dataset).

Output
* calculated total energy: -878.89692 Eh
* structure (SMILES): CCC1=NNC(=O)[C@]1(C)Cl
* max |F|: 0.1198 Eh/bohr
* relative energy (zero: lowest compared OMol25 entry of this formula, charge and spin): 24.15 kcal/mol
* E_HOMO: -9.15 eV
* frontier orbital gap: 9.7 eV

```
19
C6H9ClN2O (the ωB97M-V functional and the def2-TZVPD basis)
C -2.195 0.763 1.076
C -1.718 0.349 -0.398
C -0.281 0.546 -0.394
N 0.368 1.598 -0.231
N 1.656 1.471 -0.490
C 2.110 0.173 -0.742
O 3.265 -0.109 -0.957
C 0.895 -0.765 -0.686
C 1.024 -1.724 0.438
Cl 0.640 -1.581 -2.290
H -1.730 0.074 1.779
H -3.342 0.617 1.311
H -1.988 1.712 1.387
H -2.101 1.139 -1.102
H -2.029 -0.558 -0.695
H 2.187 2.266 -0.173
H 2.128 -1.656 0.871
H 0.938 -2.736 0.186
H 0.171 -1.581 1.111
```


# 7
# C6H9ClN3O2

A gas-phase ion, C6H9ClN3O2 (charge +1) (the ωB97M-V functional and the def2-TZVPD basis, the OMol25 dataset).

Output
* calculated total energy: -1008.50052 Eh
* max |F|: 0.1143 Eh/bohr
* relative energy (zero: lowest compared OMol25 entry of this formula, charge and spin): 120.10 kcal/mol
* total charge: +1
* E_HOMO (alpha / beta): -14.09 / -14.09 eV
* frontier orbital gap (alpha / beta): 8.2 / 8.2 eV

```
21
C6H9ClN3O2 (the ωB97M-V functional and the def2-TZVPD basis)
C 0.717 0.198 0.336
C 0.169 1.377 0.033
C -2.272 0.212 0.432
C -1.491 -1.023 0.830
C -0.064 -1.117 0.282
C -0.076 -1.477 -1.219
N -1.848 1.272 -0.032
N 2.033 0.135 0.482
N 0.367 2.587 -0.292
O 2.816 1.267 0.461
O 2.632 -0.897 0.745
Cl -4.002 0.016 0.549
H -1.545 -0.873 1.957
H -2.150 -1.980 0.585
H 0.470 -1.963 0.812
H -0.417 -0.619 -1.818
H -0.735 -2.318 -1.536
H 0.967 -1.747 -1.421
H -0.520 2.988 -0.501
H 1.168 2.862 -0.917
H 3.782 1.101 0.232
```


# 8
# C6H9F2NO2

2 unconnected molecules or ions with the total composition C6H9F2NO2 (the ωB97M-V functional and the def2-TZVPD basis, the OMol25 dataset).

Output
* calculated total energy: -638.89432 Eh
* max |F|: 0.0800 Eh/bohr
* relative energy (zero: lowest compared OMol25 entry of this formula, charge and spin): 87.85 kcal/mol
* E_HOMO: -8.57 eV
* frontier orbital gap: 8.6 eV

```
20
C6H9F2NO2 (the ωB97M-V functional and the def2-TZVPD basis)
C -2.810 -0.398 0.702
C -1.060 1.177 -0.201
C 0.486 0.860 -0.198
C -1.752 -0.178 -0.303
C 0.643 -0.651 -0.178
C 3.950 -0.604 0.154
N -0.529 -1.143 -0.127
O -3.998 0.173 0.424
O -2.678 -1.163 1.620
F 4.390 0.601 -0.292
F 3.915 -0.552 1.511
H -1.311 1.631 0.658
H -1.345 1.823 -0.983
H 1.080 1.309 -1.004
H 0.956 1.293 0.743
H -2.366 -0.282 -1.322
H 4.587 -1.364 -0.338
H 2.887 -0.715 -0.303
H -4.151 0.242 -0.577
H -0.895 -2.057 0.014
```


# 9
# C6H9FO

C6H9FO in the gas phase (the ωB97M-V functional and the def2-TZVPD basis, the OMol25 dataset).

Output
* calculated total energy: -409.07602 Eh
* structure (SMILES): C=C1CO[C@@H](CF)C1
* max |F|: 0.0478 Eh/bohr
* relative energy (zero: lowest compared OMol25 entry of this formula, charge and spin): 13.50 kcal/mol
* E_HOMO: -9.49 eV
* frontier orbital gap: 10.5 eV

```
17
C6H9FO (the ωB97M-V functional and the def2-TZVPD basis)
C -1.298 -0.597 -2.247
C -0.568 -0.337 -1.179
C 0.888 -0.869 -0.999
O 1.376 -0.300 0.194
C 0.327 -0.013 1.045
C 0.767 0.968 2.099
F 1.287 2.086 1.446
C -0.868 0.418 0.106
H -0.955 -1.250 -3.048
H -2.278 -0.154 -2.251
H 0.833 -1.972 -0.855
H 1.605 -0.728 -1.817
H 0.021 -0.876 1.657
H -0.089 1.330 2.683
H 1.526 0.600 2.830
H -1.836 0.167 0.470
H -0.740 1.528 -0.134
```


# 10
# C6H9FS

C6H9FS in the gas phase (the ωB97M-V functional and the def2-TZVPD basis, the OMol25 dataset).

Output
* calculated total energy: -731.90003 Eh
* structure (SMILES): C=C[C@@H]1[C@H](F)[C@H]1CS
* max |F|: 0.1008 Eh/bohr
* relative energy (zero: lowest compared OMol25 entry of this formula, charge and spin): 104.64 kcal/mol
* E_HOMO: -9.26 eV
* frontier orbital gap: 9.5 eV

```
17
C6H9FS (the ωB97M-V functional and the def2-TZVPD basis)
C -2.444 -1.059 1.724
C -2.318 -0.474 0.488
C -1.016 -0.177 -0.214
C 0.287 -0.945 0.128
F 0.099 -1.987 1.056
C 0.204 0.606 0.473
C 1.301 1.392 -0.057
S 1.733 1.149 -1.718
H -1.510 -1.617 2.108
H -3.424 -0.933 2.457
H -3.202 0.249 0.208
H -1.390 -0.199 -1.302
H 0.850 -1.301 -0.696
H -0.219 0.894 1.416
H 2.119 1.391 0.585
H 1.012 2.404 0.140
H 1.059 2.550 -2.201
```


# 11
# C6H9GaNaO5

A molecular structure, C6H9GaNaO5 (the ωB97M-V functional and the def2-TZVPD basis, the OMol25 dataset).

Output
* calculated total energy: -2697.03709 Eh
* max |F|: 0.0828 Eh/bohr
* total charge: +1
* E_HOMO (alpha / beta): -11.09 / -11.09 eV
* frontier orbital gap (alpha / beta): 6.0 / 6.0 eV

```
22
C6H9GaNaO5 (the ωB97M-V functional and the def2-TZVPD basis)
O 0.394 0.970 3.061
C -0.693 1.746 2.776
C -1.794 1.094 2.224
O -1.579 -0.174 1.779
Ga 0.381 -0.398 1.553
H -0.895 2.577 3.470
H -2.775 1.219 2.707
O -0.147 -0.490 -1.792
C -0.493 0.738 -1.202
C 0.670 1.494 -0.652
O 1.534 0.635 0.104
C 2.011 -0.437 -0.725
C 0.786 -1.299 -1.029
O 0.250 -1.722 0.145
Na -1.984 -1.803 0.384
H -1.079 1.314 -1.926
H 1.250 2.045 -1.401
H 2.737 -0.994 -0.120
H 2.476 -0.022 -1.630
H 1.063 -2.109 -1.725
H -1.323 0.788 -0.234
H 0.257 2.268 0.246
```


# 12
# C6H9HgLiO6

A molecular structure, C6H9HgLiO6 (the ωB97M-V functional and the def2-TZVPD basis, the OMol25 dataset).

Output
* calculated total energy: -846.30820 Eh
* spin multiplicity: 3
* max |F|: 0.1228 Eh/bohr
* E_HOMO (alpha / beta): -8.27 / -8.10 eV
* frontier orbital gap (alpha / beta): 7.6 / 6.2 eV

```
23
C6H9HgLiO6 (the ωB97M-V functional and the def2-TZVPD basis)
H -0.960 -3.432 1.071
O 1.909 4.192 -3.657
O 1.676 2.705 -2.041
C 2.287 1.802 -1.129
C 1.225 1.325 -0.156
O 3.679 3.030 -3.023
C 2.457 3.310 -2.950
H 2.715 0.949 -1.674
H 3.093 2.304 -0.576
H 0.714 2.186 0.332
H 1.692 0.792 0.699
O -3.975 -3.430 1.522
O -2.424 -2.710 2.941
C -1.895 -1.705 2.059
C -1.005 -2.303 0.985
O 0.255 0.540 -0.689
C -3.637 -3.255 2.717
H -2.721 -1.141 1.608
H -1.323 -1.027 2.706
H -1.463 -2.133 -0.001
H 0.040 -1.991 1.124
Li 3.681 4.353 -4.484
Hg -6.020 -4.361 2.616
```


# 13
# C6H9I

C6H9I in the gas phase (the ωB97M-V functional and the def2-TZVPD basis, the OMol25 dataset).

Output
* calculated total energy: -531.60263 Eh
* structure (SMILES): C[C@H]1[C@@]2(C)C[C@]12I
* max |F|: 0.0597 Eh/bohr
* relative energy (zero: lowest compared OMol25 entry of this formula, charge and spin): 32.04 kcal/mol
* E_HOMO: -8.89 eV
* frontier orbital gap: 9.4 eV

```
16
C6H9I (the ωB97M-V functional and the def2-TZVPD basis)
C 0.920 1.925 -0.249
C -0.093 0.765 -0.645
C -0.110 -0.615 0.013
C 0.335 -1.962 -0.505
C -0.489 -0.162 1.417
C -1.237 0.301 0.222
I -3.385 0.074 -0.092
H 1.666 1.814 -1.085
H 1.238 1.830 0.793
H 0.512 2.989 -0.327
H -0.172 0.842 -1.712
H 0.117 -2.165 -1.569
H 0.015 -2.890 0.094
H 1.450 -1.953 -0.408
H -0.892 -1.130 1.861
H 0.125 0.335 2.192
```


# 14
# C6H9IrNS

A molecular structure, C6H9IrNS (the ωB97M-V functional and the def2-TZVPD basis, the OMol25 dataset).

Output
* calculated total energy: -790.36449 Eh
* spin multiplicity: 6
* max |F|: 0.0829 Eh/bohr
* relative energy (zero: lowest compared OMol25 entry of this formula, charge and spin): 0.00 kcal/mol
* total charge: +2
* E_HOMO (alpha / beta): -17.33 / -19.13 eV
* frontier orbital gap (alpha / beta): 8.7 / 7.0 eV

```
18
C6H9IrNS (the ωB97M-V functional and the def2-TZVPD basis)
Ir 0.544 0.723 -0.377
C 1.601 2.330 -0.327
H 0.989 3.246 -0.313
H 2.256 2.260 0.561
H 2.229 2.300 -1.242
H 0.629 -0.993 -0.589
H 1.367 -0.842 -0.522
S -1.009 0.473 -1.980
C -1.879 -0.239 -0.699
C -3.129 -0.855 -0.604
C -3.524 -1.412 0.617
C -2.686 -1.298 1.732
C -1.463 -0.630 1.619
N -1.073 -0.161 0.398
H -3.728 -0.885 -1.511
H -4.480 -1.925 0.688
H -2.961 -1.723 2.694
H -0.754 -0.487 2.435
```